The following is a DFT calculation (ωB97M-V/def2-TZVPD) of C13H17B3N2O3S2 as an isolated structure.

Last column: Löwdin charge in e.
CARTESIAN COORDINATES (ANGSTROEM)
H  1.667  -3.455  0.800  0.12
H  0.153  -1.974  -5.255  0.10
C  3.618  2.015  3.476  -0.10
H  -2.758  -0.610  0.787  0.10
C  2.427  -0.468  3.098  -0.08
C  -2.741  -0.799  -4.240  -0.15
S  -3.092  1.060  -1.441  0.87
N  -2.037  -1.765  -4.849  0.03
C  -1.574  1.330  1.020  -0.22
H  2.825  -0.804  5.182  0.10
H  -2.814  2.919  0.100  0.08
C  2.910  -0.112  4.352  -0.09
O  0.637  -1.455  0.681  0.19
C  3.503  1.131  4.541  -0.10
O  -0.161  -3.540  -0.453  0.19
S  -2.080  2.907  -3.647  0.71
H  4.086  2.981  3.622  0.10
H  3.219  2.352  1.393  0.10
C  3.132  1.660  2.223  -0.09
H  -1.604  -3.190  -2.145  0.11
B  -0.922  -2.703  -1.310  -0.31
C  -0.572  -0.107  -4.177  -0.07
H  1.967  -1.437  2.950  0.10
H  0.327  0.513  -3.983  0.12
C  -2.297  1.384  -3.068  -0.99
H  -1.529  -0.574  2.084  0.12
H  2.153  0.145  1.061  0.09
B  0.760  -2.831  0.348  -0.28
H  -1.270  2.581  -0.772  0.07
C  -2.140  2.091  -0.254  -0.45
B  -0.595  -1.005  0.151  -0.51
H  3.877  1.409  5.520  0.10
C  -0.686  -1.387  -4.842  -0.12
H  -3.827  -0.708  -4.056  0.13
C  2.534  0.419  2.034  -0.09
H  -0.509  1.637  1.167  0.11
C  -1.726  -0.241  1.020  -0.10
N  -1.868  0.209  -3.802  -0.18
H  -2.149  1.720  1.907  0.11
O  -0.843  -1.300  -1.225  0.18

* HOMO-LUMO gap: 7.69 eV
* maximum force: 3.3 eV/Å
* net charge: 0
* total energy: -46583.8224 eV
* E_LUMO: -1.146 eV